Record 1
Density functional theory data (the ωB97M-V functional and the def2-TZVPD basis) for 2 unconnected molecules or ions with the total composition C11H15N at a distorted geometry.

SMILES string = Cc1c[nH]c2ccccc12.CC
LUMO level = 0.034 hartree
highest occupied orbital energy = -0.2961 Eh
Kohn-Sham gap = 8.97 eV

Last column: natural (NBO) charge in e.
Cartesian coordinates (Å):
C1 -2.684 0.530 3.776  -0.6147
C2 -2.238 1.918 3.361  -0.6254
H1 -3.127 0.358 4.757  0.2126
H2 -3.344 0.156 2.992  0.2029
H3 -1.820 -0.135 3.714  0.1984
H4 -2.602 2.759 3.925  0.2109
H5 -2.349 2.078 2.283  0.2130
H6 -1.132 1.989 3.354  0.2053
C3 1.159 0.109 -3.788  -0.6347
C4 1.073 -0.481 -0.139  0.1402
C5 0.385 -0.282 -1.333  -0.0828
C6 1.436 0.005 -2.334  -0.0886
C7 2.620 -0.138 -1.690  -0.0247
C8 -0.908 -0.778 1.202  -0.2177
C9 0.472 -0.694 1.105  -0.2292
C10 -1.579 -0.451 -0.003  -0.2341
C11 -1.013 -0.144 -1.216  -0.1936
N1 2.458 -0.537 -0.359  -0.5487
H7 -1.384 -1.051 2.120  0.2208
H8 1.167 -1.041 1.865  0.2080
H9 -2.646 -0.280 0.133  0.2039
H10 -1.600 0.200 -2.056  0.2165
H11 3.155 -0.143 0.251  0.4017
H12 3.559 0.094 -2.164  0.2080
H13 0.678 0.992 -4.218  0.2185
H14 0.633 -0.751 -4.199  0.2200
H15 2.133 0.142 -4.304  0.2133

=====

Record 2
Density functional theory data (the ωB97M-V functional and the def2-TZVPD basis) for 2 unconnected molecules or ions with the total composition C11H15N at a distorted geometry.

SMILES string = Cc1c[nH]c2ccccc12.CC
LUMO level = 0.031 hartree
highest occupied orbital energy = -0.2872 Eh
Kohn-Sham gap = 8.67 eV

Last column: natural (NBO) charge in e.
Cartesian coordinates (Å):
C1 -2.226 1.132 1.918  -0.6431
C2 -0.376 0.892 0.135  -0.0524
C3 -1.440 0.440 0.888  -0.0794
C4 -0.830 -1.130 -0.700  0.1420
C5 -1.670 -0.894 0.407  -0.1011
C6 -0.781 -2.361 -1.400  -0.2371
C7 -2.344 -2.036 0.920  -0.1836
C8 -1.433 -3.415 -0.855  -0.2111
C9 -2.182 -3.272 0.370  -0.2453
N1 -0.044 -0.022 -0.842  -0.5250
H1 -0.037 1.894 0.345  0.2159
H2 0.527 0.311 -1.602  0.4157
H3 -2.668 0.537 2.717  0.2256
H4 -2.885 1.852 1.438  0.2235
H5 -0.354 -2.404 -2.394  0.2121
H6 -2.982 -1.892 1.784  0.2057
H7 -1.507 -4.381 -1.332  0.2103
H8 -2.761 -4.117 0.706  0.2109
H9 -1.592 1.789 2.535  0.2163
C10 2.780 1.915 -0.813  -0.6140
C11 4.162 2.387 -0.395  -0.6039
H10 2.869 1.414 -1.793  0.1919
H11 2.393 1.077 -0.222  0.2068
H12 2.009 2.679 -0.882  0.2023
H13 4.068 2.776 0.622  0.2040
H14 4.390 3.219 -1.065  0.2030
H15 4.913 1.610 -0.487  0.2100

=====

Record 3
Density functional theory data (the ωB97M-V functional and the def2-TZVPD basis) for 2 unconnected molecules or ions with the total composition C11H15N at a distorted geometry.

SMILES string = Cc1c[nH]c2ccccc12.CC
LUMO level = 0.032 hartree
highest occupied orbital energy = -0.2842 Eh
Kohn-Sham gap = 8.61 eV

Last column: natural (NBO) charge in e.
Cartesian coordinates (Å):
C1 1.671 2.352 -2.392  -0.6165
C2 0.482 2.585 -1.427  -0.6186
H1 1.880 3.226 -2.990  0.2075
H2 2.484 2.083 -1.723  0.2090
H3 1.470 1.521 -3.060  0.2088
H4 -0.423 1.988 -1.519  0.2060
H5 0.098 3.618 -1.440  0.1991
H6 0.802 2.535 -0.387  0.2044
C3 1.164 0.516 2.375  -0.6326
C4 -1.584 -1.083 0.353  0.1214
C5 -0.285 -1.159 0.947  -0.0786
C6 -0.053 0.047 1.665  -0.0766
C7 -1.228 0.780 1.560  -0.0436
C8 -1.948 -2.105 -0.509  -0.2327
C9 -1.251 -3.281 -0.654  -0.2191
C10 0.589 -2.195 0.505  -0.2168
C11 0.128 -3.264 -0.200  -0.2174
N1 -2.115 0.101 0.800  -0.5140
H7 -2.838 0.574 0.301  0.4052
H8 -2.860 -2.021 -1.102  0.2036
H9 -1.278 1.717 2.090  0.2177
H10 -1.724 -4.052 -1.239  0.2153
H11 1.592 -2.216 0.907  0.2090
H12 2.063 0.307 1.788  0.2176
H13 1.408 -0.056 3.283  0.2150
H14 0.731 -4.078 -0.576  0.2111
H15 1.026 1.561 2.647  0.2158

=====

Record 4
Density functional theory data (the ωB97M-V functional and the def2-TZVPD basis) for 2 unconnected molecules or ions with the total composition C11H15N at a distorted geometry.

SMILES string = Cc1c[nH]c2ccccc12.CC
LUMO level = 0.034 hartree
highest occupied orbital energy = -0.2916 Eh
Kohn-Sham gap = 8.87 eV

Last column: natural (NBO) charge in e.
Cartesian coordinates (Å):
C1 -1.279 1.274 2.650  -0.6034
C2 -0.466 0.053 2.426  -0.5886
H1 -0.607 2.163 2.769  0.1978
H2 -1.967 1.541 1.826  0.2019
H3 -1.855 1.194 3.578  0.2019
H4 -1.120 -0.725 1.950  0.1894
H5 -0.120 -0.361 3.350  0.1992
H6 0.342 0.206 1.912  0.2023
C3 -1.600 -2.107 -0.851  -0.6260
C4 -1.539 0.284 -1.641  -0.0163
C5 -0.972 -0.883 -1.215  -0.0926
C6 0.597 0.799 -1.334  0.1668
C7 0.393 -0.567 -1.078  -0.1189
C8 1.850 1.403 -1.436  -0.2503
C9 1.431 -1.229 -0.541  -0.1829
C10 2.959 0.624 -1.171  -0.1950
C11 2.729 -0.665 -0.545  -0.2493
N1 -0.607 1.404 -1.561  -0.5295
H7 -2.505 0.562 -1.823  0.1954
H8 -0.780 2.314 -1.718  0.4013
H9 -1.180 -3.096 -1.115  0.2292
H10 -2.595 -2.112 -1.380  0.2238
H11 1.851 2.506 -1.698  0.2086
H12 1.273 -2.201 -0.045  0.2129
H13 3.872 0.863 -1.429  0.1960
H14 3.688 -1.115 -0.256  0.2148
H15 -1.793 -2.130 0.377  0.2115

=====

Record 5
Density functional theory data (the ωB97M-V functional and the def2-TZVPD basis) for 2 unconnected molecules or ions with the total composition C11H15N at a distorted geometry.

SMILES string = Cc1c[nH]c2ccccc12.CC
LUMO level = 0.033 hartree
highest occupied orbital energy = -0.2800 Eh
Kohn-Sham gap = 8.53 eV

Last column: natural (NBO) charge in e.
Cartesian coordinates (Å):
C1 -1.533 2.266 -0.746  -0.6433
C2 0.166 -0.559 -1.948  0.1673
C3 -0.108 0.354 -0.981  -0.1450
C4 -1.162 1.090 -1.465  -0.0976
C5 -1.648 0.506 -2.648  -0.0263
C6 2.238 -1.297 -0.917  -0.2232
C7 1.207 -1.483 -1.865  -0.2435
C8 2.115 -0.192 -0.026  -0.2340
C9 0.822 0.475 0.006  -0.1681
N1 -0.769 -0.533 -2.945  -0.5219
H1 2.992 -2.025 -0.660  0.2197
H2 0.984 -2.256 -2.587  0.2063
H3 2.807 0.080 0.762  0.2170
H4 0.496 1.050 0.906  0.2098
H5 -0.795 -1.102 -3.718  0.4039
H6 -2.477 0.717 -3.361  0.2201
H7 -2.041 2.096 0.300  0.2135
H8 -2.451 2.745 -1.170  0.2168
H9 -0.944 3.154 -0.704  0.2284
C10 0.033 0.148 4.915  -0.6198
C11 -0.723 -1.026 5.571  -0.6232
H10 0.937 0.393 5.438  0.1991
H11 0.582 -0.198 3.976  0.1985
H12 -0.381 1.107 4.725  0.2128
H13 -1.562 -1.170 4.832  0.2132
H14 -0.186 -1.860 5.925  0.2168
H15 -1.015 -0.698 6.578  0.2028

=====

Record 6
Density functional theory data (the ωB97M-V functional and the def2-TZVPD basis) for 2 unconnected molecules or ions with the total composition C11H15N at a distorted geometry.

SMILES string = Cc1c[nH]c2ccccc12.CC
LUMO level = 0.036 hartree
highest occupied orbital energy = -0.2935 Eh
Kohn-Sham gap = 8.97 eV

Last column: natural (NBO) charge in e.
Cartesian coordinates (Å):
C1 1.766 0.755 -2.067  -0.6166
C2 1.689 2.273 -1.968  -0.6078
H1 0.978 0.245 -2.619  0.2062
H2 2.751 0.407 -2.409  0.2011
H3 1.772 0.429 -1.027  0.2082
H4 2.650 2.682 -1.645  0.2028
H5 0.961 2.597 -1.228  0.2063
H6 1.417 2.808 -2.880  0.1998
C3 0.103 -2.688 -0.805  -0.6272
C4 -1.671 0.019 1.067  0.1482
C5 -0.501 -0.731 0.848  -0.1010
C6 -0.843 -1.787 -0.078  -0.0747
C7 -2.159 -1.643 -0.355  -0.0313
C8 -1.642 1.161 1.864  -0.2386
C9 -0.501 1.413 2.598  -0.2174
C10 0.654 -0.457 1.563  -0.1910
C11 0.636 0.611 2.467  -0.2349
N1 -2.683 -0.506 0.277  -0.5476
H7 -3.631 -0.481 0.649  0.4019
H8 -2.533 1.766 1.987  0.2125
H9 -2.822 -2.157 -1.033  0.2077
H10 -0.479 2.242 3.302  0.2134
H11 1.627 -0.900 1.362  0.2139
H12 -0.438 -3.435 -1.372  0.2167
H13 0.681 -3.288 -0.096  0.2163
H14 1.521 0.732 3.067  0.2106
H15 0.697 -2.068 -1.469  0.2223

=====

Record 7
Density functional theory data (the ωB97M-V functional and the def2-TZVPD basis) for 2 unconnected molecules or ions with the total composition C11H15N at a distorted geometry.

SMILES string = Cc1c[nH]c2ccccc12.CC
LUMO level = 0.034 hartree
highest occupied orbital energy = -0.2876 Eh
Kohn-Sham gap = 8.76 eV

Last column: natural (NBO) charge in e.
Cartesian coordinates (Å):
C1 0.415 0.289 2.038  -0.6486
C2 -0.159 -0.464 3.273  -0.6139
H1 0.667 -0.573 1.509  0.2387
H2 -0.232 1.105 1.893  0.2200
H3 1.266 0.865 2.251  0.1993
H4 -1.167 -0.149 3.575  0.2043
H5 0.363 -0.307 4.215  0.1978
H6 0.005 -1.601 3.135  0.1970
C3 -2.730 -0.076 -1.638  -0.6264
C4 -1.045 1.819 -1.701  -0.0248
C5 -1.359 0.512 -1.533  -0.0867
C6 0.831 0.828 -0.994  0.1526
C7 -0.219 -0.130 -1.068  -0.0905
C8 2.113 0.361 -0.498  -0.2266
C9 0.064 -1.472 -1.090  -0.2235
C10 2.440 -0.964 -0.400  -0.2432
C11 1.363 -1.845 -0.673  -0.2233
N1 0.269 2.103 -1.424  -0.5273
H7 -1.398 2.579 -2.353  0.2041
H8 0.711 2.931 -1.467  0.4021
H9 -2.992 -0.260 -0.623  0.2247
H10 -2.702 -0.922 -2.383  0.2111
H11 2.924 0.993 -0.123  0.2122
H12 -0.882 -1.934 -1.387  0.2283
H13 3.349 -1.327 -0.068  0.2186
H14 1.545 -2.935 -0.478  0.2062
H15 -3.441 0.574 -1.986  0.2178

=====

Record 8
Density functional theory data (the ωB97M-V functional and the def2-TZVPD basis) for 2 unconnected molecules or ions with the total composition C11H15N.

SMILES string = Cc1c[nH]c2ccccc12.CC
LUMO level = 0.035 hartree
highest occupied orbital energy = -0.2874 Eh
Kohn-Sham gap = 8.77 eV

Last column: natural (NBO) charge in e.
Cartesian coordinates (Å):
C1 0.610 1.236 2.125  -0.6294
C2 1.486 -0.294 0.191  -0.0231
C3 1.592 0.848 1.071  -0.1121
C4 2.613 -0.257 -0.656  0.1143
C5 2.705 1.518 0.687  -0.0280
C6 0.572 -1.342 0.068  -0.2096
C7 0.713 -2.233 -0.975  -0.2415
C8 1.758 -2.114 -1.899  -0.2170
C9 2.704 -1.115 -1.742  -0.2373
N1 3.364 0.846 -0.319  -0.5277
H1 -0.220 -1.384 0.794  0.2075
H2 -0.028 -3.018 -1.087  0.2103
H3 1.852 -2.783 -2.737  0.2127
H4 0.409 2.304 2.196  0.2201
H5 0.973 0.936 3.113  0.2159
H6 3.119 2.373 1.188  0.2091
H7 4.102 1.154 -0.931  0.4109
H8 3.476 -1.001 -2.478  0.2069
H9 -0.358 0.750 2.014  0.2177
C10 -3.614 0.872 0.463  -0.6103
C11 -4.214 -0.009 -0.647  -0.6094
H10 -4.201 1.783 0.537  0.2021
H11 -3.588 0.402 1.443  0.2008
H12 -2.604 1.223 0.262  0.2042
H13 -3.511 -0.666 -1.135  0.2077
H14 -4.746 0.622 -1.355  0.2040
H15 -4.965 -0.651 -0.191  0.2012